{"formula": "C68H154N8O14", "method": "ωB97M-V with the def2-TZVPD basis set", "smiles": "CC1(C)CCCC(C)(C)N1O.CC1(C)CCCC(C)(C)N1O.CC1(C)CCCC(C)(C)N1O.CC1(C)CCCC(C)(C)N1O.CC1(C)CCCC(C)(C)N1O.CC1(C)CCCC(C)(C)N1O.COC[C@H](C)N.COC[C@H](C)N.OCCO.OCCO.OCCO", "charge": 0, "lumo_energy_ha": 0.007, "fmax_ev_per_a": 3.3, "e_above_lowest_ev": 0.345, "total_energy_ev": -113588.48523, "species": ["C", "C", "C", "C", "C", "C", "C", "C", "C", "N", "O", "H", "H", "H", "H", "H", "H", "H", "H", "H", "H", "H", "H", "H", "H", "H", "H", "H", "H", "H", "C", "C", "C", "C", "C", "C", "C", "C", "C", "N", "O", "H", "H", "H", "H", "H", "H", "H", "H", "H", "H", "H", "H", "H", "H", "H", "H", "H", "H", "H", "C", "C", "C", "C", "C", "C", "C", "C", "C", "N", "O", "H", "H", "H", "H", "H", "H", "H", "H", "H", "H", "H", "H", "H", "H", "H", "H", "H", "H", "H", "C", "C", "C", "C", "C", "C", "C", "C", "C", "N", "O", "H", "H", "H", "H", "H", "H", "H", "H", "H", "H", "H", "H", "H", "H", "H", "H", "H", "H", "H", "C", "C", "C", "C", "C", "C", "C", "C", "C", "N", "O", "H", "H", "H", "H", "H", "H", "H", "H", "H", "H", "H", "H", "H", "H", "H", "H", "H", "H", "H", "C", "C", "C", "C", "C", "C", "C", "C", "C", "N", "O", "H", "H", "H", "H", "H", "H", "H", "H", "H", "H", "H", "H", "H", "H", "H", "H", "H", "H", "H", "C", "O", "C", "C", "C", "N", "H", "H", "H", "H", "H", "H", "H", "H", "H", "H", "H", "C", "O", "C", "C", "C", "N", "H", "H", "H", "H", "H", "H", "H", "H", "H", "H", "H", "O", "C", "C", "O", "H", "H", "H", "H", "H", "H", "O", "C", "C", "O", "H", "H", "H", "H", "H", "H", "O", "C", "C", "O", "H", "H", "H", "H", "H", "H"], "xyz": [[-3.34481, -2.34896, 4.69520], [-4.84345, -2.84556, 4.65300], [-4.83768, -4.40360, 4.52455], [-5.57432, -2.45492, 5.98176], [-6.02978, -0.99944, 5.91648], [-6.84495, -0.64219, 4.72032], [-6.08875, -0.97511, 3.42152], [-7.10405, -1.06107, 2.26731], [-4.99865, 0.12582, 3.20253], [-5.62631, -2.36046, 3.50475], [-4.78121, -2.59343, 2.39152], [-2.82110, -2.65862, 3.79907], [-3.11095, -1.29570, 4.65270], [-2.88348, -2.87870, 5.56812], [-5.85482, -4.67563, 4.20310], [-4.08429, -4.67647, 3.78337], [-4.63792, -4.83934, 5.48020], [-6.38127, -3.17561, 6.06492], [-4.89555, -2.65816, 6.86146], [-6.49464, -0.70150, 6.84431], [-5.15019, -0.38934, 5.76614], [-7.07962, 0.41551, 4.69419], [-7.81739, -1.11124, 4.59269], [-7.81536, -0.25163, 2.33293], [-7.55779, -2.05561, 2.29433], [-6.55211, -0.94099, 1.33258], [-5.46391, 1.09891, 3.15220], [-4.50147, -0.11799, 2.24533], [-4.24948, 0.15879, 3.99486], [-3.88045, -2.25777, 2.38153], [2.00730, -4.79671, 1.97367], [0.45935, -4.73597, 2.37485], [0.42004, -3.49764, 3.20476], [-0.31823, -4.49785, 1.06803], [-0.58050, -5.78269, 0.26206], [-1.10905, -6.88348, 1.19975], [-0.24427, -7.12786, 2.49054], [-1.10717, -8.02833, 3.47042], [1.02766, -7.87210, 2.07570], [-0.09939, -5.84847, 3.13814], [0.70659, -6.03883, 4.30594], [2.21910, -3.87973, 1.44719], [2.63737, -4.81037, 2.87034], [2.15408, -5.70824, 1.41060], [0.65180, -2.60927, 2.58991], [-0.55540, -3.38716, 3.74302], [1.21809, -3.54291, 3.97975], [-1.22820, -4.01980, 1.48101], [0.20888, -3.78043, 0.45469], [-1.25008, -5.72270, -0.60727], [0.34608, -6.16116, -0.13561], [-1.24459, -7.88599, 0.73412], [-2.13161, -6.63132, 1.47578], [-0.55454, -8.31883, 4.36021], [-1.52529, -8.88282, 2.94624], [-1.83006, -7.32932, 3.87100], [1.73858, -7.80904, 2.92791], [1.49149, -7.66086, 1.14860], [0.87322, -8.95935, 1.98896], [1.59703, -6.12814, 3.98965], [4.97878, 4.63471, -6.51085], [5.38693, 4.91899, -5.05720], [6.54070, 3.93822, -4.75014], [5.81444, 6.34601, -4.90436], [6.02278, 6.74659, -3.44318], [4.71060, 6.51166, -2.65373], [4.12403, 5.02626, -2.84745], [4.98173, 4.06444, -1.98031], [2.64649, 4.92055, -2.36228], [4.13158, 4.72845, -4.32439], [3.77139, 3.37777, -4.32019], [4.17061, 5.32904, -6.76707], [5.85512, 4.66186, -7.18447], [4.57392, 3.63216, -6.56235], [7.10331, 4.20731, -3.86229], [6.10209, 2.95496, -4.72524], [7.21424, 4.04377, -5.58896], [6.74554, 6.47458, -5.40714], [5.03578, 6.86453, -5.43549], [6.83666, 6.17531, -2.98811], [6.33549, 7.81761, -3.37063], [3.90367, 7.14971, -3.01978], [4.79896, 6.73207, -1.58666], [4.74216, 4.31430, -0.92228], [6.06101, 4.18369, -2.13668], [4.76834, 3.01876, -2.16366], [2.56963, 5.31185, -1.35481], [2.24525, 3.91543, -2.31118], [1.97409, 5.55707, -2.94218], [2.90551, 3.31233, -4.72029], [4.15351, 1.22907, 2.26107], [4.30526, 0.53075, 3.63870], [2.93396, 0.34485, 4.23424], [4.98086, -0.88169, 3.50263], [5.44556, -1.49699, 4.81204], [6.28586, -0.54979, 5.60902], [5.67778, 0.84329, 5.81139], [4.53487, 0.78921, 6.80950], [6.71158, 1.86472, 6.31687], [5.27800, 1.38701, 4.42883], [4.54981, 2.54314, 4.66358], [3.45872, 2.03906, 2.26697], [5.11837, 1.57950, 1.84552], [3.87052, 0.43454, 1.58890], [2.54236, 1.34069, 4.49394], [2.26100, 0.00805, 3.43862], [2.92469, -0.29912, 5.07171], [4.28666, -1.58334, 3.02155], [5.90126, -0.85746, 2.88305], [4.59018, -1.83019, 5.42085], [6.02542, -2.39004, 4.59007], [7.22604, -0.40654, 5.11272], [6.48110, -0.98314, 6.61210], [5.00189, 0.76423, 7.79813], [3.91173, -0.10968, 6.75244], [3.93643, 1.69264, 6.81158], [7.35328, 2.22632, 5.54891], [7.43176, 1.37585, 6.99932], [6.14264, 2.70699, 6.75933], [5.06086, 3.17248, 4.16004], [3.61723, 0.17000, -5.16962], [4.06037, -1.03461, -4.24590], [5.27657, -1.82989, -4.79903], [4.54460, -0.31800, -2.91204], [4.27899, -1.07530, -1.56537], [2.93270, -1.79186, -1.51800], [2.71633, -2.68885, -2.72928], [3.71632, -3.87995, -2.63774], [1.27153, -3.24424, -2.70714], [2.84825, -1.81915, -3.89250], [2.62844, -2.72175, -4.95700], [3.50277, -0.10329, -6.22190], [2.67225, 0.64702, -4.88085], [4.46461, 0.86348, -5.21986], [5.77062, -2.44739, -4.01024], [5.00582, -2.50831, -5.66340], [5.96867, -1.06213, -5.11403], [5.57858, 0.04796, -3.04592], [4.02293, 0.66359, -2.96123], [5.06240, -1.80639, -1.38800], [4.40232, -0.40242, -0.69036], [2.05231, -1.16225, -1.47245], [2.90080, -2.41344, -0.59765], [4.74103, -3.50507, -2.61175], [3.61699, -4.62965, -3.41982], [3.54112, -4.38489, -1.68626], [0.50817, -2.49578, -2.82305], [1.12170, -3.68823, -1.77100], [1.20098, -3.96264, -3.49123], [1.90583, -2.35440, -5.45429], [-2.38191, 1.50497, -8.35364], [-2.91599, 1.40428, -6.88054], [-3.87594, 2.63159, -6.59346], [-3.74530, 0.09506, -6.68458], [-3.90911, -0.31717, -5.23170], [-2.53617, -0.42417, -4.54434], [-1.73161, 0.96724, -4.59297], [-2.41897, 2.00216, -3.64220], [-0.26729, 0.76097, -4.22494], [-1.72467, 1.35713, -6.01233], [-1.03420, 2.56729, -6.15558], [-3.29557, 1.68023, -8.92571], [-1.69426, 2.30736, -8.46970], [-1.92937, 0.52295, -8.49188], [-4.59167, 2.58194, -7.37084], [-4.30294, 2.38498, -5.62395], [-3.35542, 3.53760, -6.52834], [-4.71813, 0.14979, -7.18770], [-3.16982, -0.68276, -7.22827], [-4.52182, 0.36513, -4.62782], [-4.36406, -1.30600, -5.25400], [-1.92859, -1.24200, -4.95053], [-2.65402, -0.64575, -3.48448], [-2.11968, 3.04553, -3.77340], [-2.26269, 1.75679, -2.58093], [-3.51355, 1.98289, -3.67842], [-0.31590, 0.48463, -3.15085], [0.35810, 1.67059, -4.29798], [0.11308, -0.04368, -4.86509], [-1.58064, 3.22147, -5.67138], [-6.07783, -0.66880, -2.23585], [-5.47956, 0.43328, -1.54512], [-6.27979, 1.61742, -1.78024], [-5.41828, 2.77554, -1.26093], [-5.35054, 2.61159, 0.22793], [-5.93908, 4.05650, -1.75658], [-6.22047, -0.37617, -3.29339], [-7.06146, -0.85574, -1.76751], [-5.42498, -1.56860, -2.20282], [-6.52283, 1.72077, -2.83806], [-7.23522, 1.43359, -1.24909], [-4.40246, 2.50536, -1.63896], [-6.38834, 2.80771, 0.63595], [-4.59914, 3.27749, 0.69430], [-5.09114, 1.58842, 0.49609], [-6.72982, 4.39067, -1.19564], [-5.17287, 4.69882, -1.68523], [1.00704, 1.28958, -0.81124], [0.06146, 0.24768, -0.69984], [-0.55669, 0.15214, 0.56692], [-1.69888, -0.88236, 0.68837], [-2.82218, -0.29758, -0.15638], [-2.02731, -1.03296, 2.08146], [1.81996, 0.99878, -1.46012], [1.47822, 1.46796, 0.15954], [0.44516, 2.14384, -1.17306], [0.27588, -0.07841, 1.29118], [-0.87340, 1.17590, 0.93811], [-1.32235, -1.88035, 0.32355], [-2.98119, 0.72958, 0.15684], [-3.78045, -0.89674, -0.05726], [-2.52033, -0.32857, -1.18903], [-2.34101, -0.15467, 2.52945], [-1.27083, -1.39267, 2.64093], [-2.35530, 5.20679, 4.88645], [-2.55824, 4.20421, 3.94871], [-1.89701, 2.91843, 4.20402], [-0.48060, 3.03950, 4.05365], [-2.08573, 5.97014, 4.37259], [-3.65363, 3.97033, 3.70813], [-2.12636, 4.60171, 3.02292], [-2.13239, 2.22499, 3.41337], [-2.14531, 2.35121, 5.13647], [-0.09286, 3.55086, 4.76583], [-0.73030, 6.85057, 3.24709], [0.55700, 6.28957, 3.43841], [1.20877, 5.84830, 2.14921], [2.52555, 5.38928, 2.39307], [-0.55407, 7.71938, 2.90966], [1.24732, 7.01400, 3.87258], [0.45582, 5.43656, 4.12389], [1.26060, 6.68323, 1.42360], [0.60208, 5.03679, 1.68067], [2.98204, 5.18630, 1.54193], [-4.92938, -4.41497, -1.80689], [-3.87164, -4.13526, -0.86929], [-4.09646, -4.97969, 0.39936], [-5.31886, -4.79014, 1.04241], [-5.69978, -4.46808, -1.22359], [-2.89297, -4.38412, -1.35295], [-3.87729, -3.07727, -0.61357], [-3.32806, -4.74106, 1.15449], [-3.94690, -6.04014, 0.06395], [-5.21373, -4.00068, 1.59085]]}